(1)
Here is 2 unconnected molecules or ions with the total composition C2H8N2S in a non-equilibrium geometry from the Open Molecules 2025 dataset. Energies are from the ωB97M-V functional and the def2-TZVPD basis.

```
13
Properties=species:S:1:pos:R:3:forces:R:3
H -0.920320 1.549050 -5.049058 -0.384 0.739 -0.521
N -1.456171 1.887062 -4.251081 0.287 -0.841 0.858
C -2.511911 1.180963 -4.133722 0.810 -0.159 -0.434
N -3.056265 0.912860 -2.887528 0.658 -0.164 0.407
H -2.814784 0.571101 -4.983558 -0.760 -0.070 0.081
H -2.309973 0.947204 -2.208945 -0.212 0.433 0.206
H -3.942165 1.170225 -2.496984 -0.400 0.060 -0.595
C 2.858733 -0.877285 2.599264 -0.125 0.355 -0.580
S 1.729080 -1.318046 3.916398 -0.501 -0.133 0.461
H 3.570591 -0.111953 2.906577 0.199 -0.336 0.020
H 2.258636 -0.424493 1.796318 0.013 -0.183 0.323
H 3.306452 -1.769390 2.176128 0.334 0.080 0.034
H 2.478310 -2.195812 4.611696 0.081 0.217 -0.260
```
Forces are in eV/Å.

Values from the calculation:
Relative energy (zero: lowest compared OMol25 entry of this formula, charge and spin) ... 16.12 kcal/mol
E ... -588.65419 Ha
HOMO level ... -9.058 eV
SMILES ... [H]/N=C/N.CS

Let us look at the natural (NBO) charges, expressed in e, one per atom:
1 H 0.337
2 N -0.679
3 C 0.275
4 N -0.855
5 H 0.138
6 H 0.388
7 H 0.395
8 C -0.744
9 S -0.043
10 H 0.216
11 H 0.228
12 H 0.223
13 H 0.119

=====

(2)
Here is a molecular structure, C24H26Cl54FI2NO4S in a non-equilibrium geometry from the Open Molecules 2025 dataset. Energies are from the ωB97M-V functional and the def2-TZVPD basis.

```
113
Properties=species:S:1:pos:R:3:forces:R:3
C -2.193161 -0.124510 -0.451786 -0.707 -0.131 -0.511
C -1.658519 1.020938 -1.265978 -0.040 -0.213 0.183
I -2.629721 1.401414 -3.099486 -0.510 -0.044 0.812
C -0.632791 1.751407 -0.857862 0.002 -0.327 -0.363
I 0.243358 1.248681 1.026560 -0.689 0.569 -0.661
N -0.125920 2.863906 -1.644307 1.357 0.313 2.300
C -0.466281 4.134971 -0.899771 -0.070 0.323 -0.360
C -1.426769 4.988916 -1.710290 -1.002 -0.347 -0.678
O -1.559165 6.326157 -1.195233 1.209 0.052 0.599
C -1.670603 6.370551 0.158835 -0.929 -0.380 0.647
O -2.507942 5.765793 0.769350 0.220 -0.103 -0.239
S 1.536019 2.656383 -1.845737 0.506 -1.378 -2.341
O 2.040398 3.402066 -2.930518 -0.352 1.590 0.050
O 1.797736 1.265587 -1.957269 -0.242 -0.687 0.963
F 2.310532 3.170776 -0.580888 -0.695 0.093 0.164
H -2.443587 0.158490 0.569630 0.054 0.216 0.001
H -1.481889 -0.948020 -0.398584 0.127 0.020 -0.086
H -3.102973 -0.484479 -0.928520 0.000 -0.173 0.119
H 0.407575 4.753600 -0.684090 -0.171 -0.481 0.032
H -0.913771 3.810409 0.034070 -0.029 0.227 0.138
H -2.413458 4.525345 -1.766957 -0.008 -0.066 0.145
H -1.097288 5.105096 -2.740171 0.278 0.046 0.045
H -0.938605 6.970707 0.712930 0.084 0.439 -0.645
C 1.015710 0.189504 -4.987786 0.042 0.138 -0.105
Cl 1.713064 0.121838 -6.607998 -0.028 -0.117 0.121
Cl 0.094165 1.673076 -4.760384 0.620 -0.108 -0.554
Cl -0.005592 -1.225713 -4.685923 0.015 -0.012 0.051
H 1.822948 0.183768 -4.266426 -0.035 0.004 0.045
C -1.487998 0.045299 4.873247 -0.017 -0.104 -0.126
Cl -0.810940 -1.322627 5.753438 0.018 -0.003 -0.398
Cl -0.221587 1.152390 4.337667 0.056 0.050 0.417
Cl -2.427702 -0.520342 3.499686 0.174 -0.254 -0.106
H -2.146337 0.585214 5.543340 0.006 0.021 -0.021
C -6.235208 -3.238763 3.219719 0.205 -0.085 -0.115
Cl -5.574072 -2.486318 1.762187 0.041 0.124 0.104
Cl -6.801716 -4.863632 2.834879 0.069 0.044 -0.069
Cl -5.030330 -3.251701 4.528633 -0.026 0.137 -0.436
H -7.080286 -2.646513 3.547176 0.016 -0.027 0.047
C -8.544384 -5.612628 6.719338 0.000 0.017 -0.095
Cl -7.855694 -6.965109 7.619070 -0.015 0.025 0.022
Cl -7.262214 -4.584180 6.070627 -0.425 -0.280 0.231
Cl -9.593191 -6.195708 5.426649 0.137 0.276 0.047
H -9.142662 -5.022245 7.400837 0.002 -0.013 0.004
C 2.074344 -3.644654 -6.667553 0.009 -0.087 -0.117
Cl 0.811176 -4.195969 -7.769900 -0.015 0.044 0.034
Cl 2.532002 -4.930508 -5.547285 0.017 0.086 0.041
Cl 3.478514 -3.070506 -7.565688 0.022 0.010 0.004
H 1.681229 -2.818014 -6.090714 -0.008 -0.006 -0.009
C 1.893359 7.684475 -1.574237 0.015 0.063 0.139
Cl 3.345300 8.485661 -2.175740 0.028 -0.023 -0.054
Cl 2.178743 5.953302 -1.373778 0.514 0.712 -0.180
Cl 1.378621 8.408450 -0.050070 0.037 0.072 -0.220
H 1.102951 7.817182 -2.301720 -0.004 -0.015 0.010
C -5.442561 2.543147 2.895633 0.107 -0.055 -0.095
Cl -6.614891 1.965627 1.709727 -0.010 0.006 0.030
Cl -5.006964 1.248182 4.015461 -0.324 0.170 0.081
Cl -4.007805 3.184270 2.094636 -0.043 0.021 0.037
H -5.899529 3.343481 3.462221 0.000 0.000 -0.009
C 2.850260 -8.183486 -3.449125 0.114 -0.010 0.047
Cl 3.684742 -6.747924 -2.848808 -0.023 -0.016 -0.006
Cl 4.000303 -9.462002 -3.835970 -0.136 0.148 0.009
Cl 1.661401 -8.750378 -2.272521 -0.021 0.011 -0.035
H 2.325468 -7.914189 -4.356987 -0.012 0.004 0.013
C 4.462875 0.449214 0.014312 0.065 -0.023 0.047
Cl 5.235635 1.915693 0.622293 -0.027 0.005 -0.024
Cl 5.670661 -0.778533 -0.371316 -0.032 0.020 -0.025
Cl 3.293362 -0.169192 1.182537 0.408 -0.202 0.021
H 3.928029 0.696911 -0.893796 -0.030 -0.014 0.017
C 5.905803 -11.271116 -7.407071 -0.105 0.013 0.050
Cl 5.016494 -9.761329 -7.610470 0.038 -0.008 -0.010
Cl 6.767196 -11.284481 -5.860613 0.263 0.182 -0.295
Cl 4.823705 -12.655810 -7.548791 0.055 0.012 -0.034
H 6.641126 -11.338547 -8.197461 0.019 0.011 0.022
C -4.206223 -2.484002 9.107588 -0.008 -0.019 0.074
Cl -5.465060 -3.076008 8.012963 0.378 0.204 0.251
Cl -3.748538 -3.749654 10.249849 -0.005 0.017 0.045
Cl -2.779485 -1.897693 8.246806 -0.335 -0.078 -0.068
H -4.616690 -1.655787 9.670279 0.000 -0.013 0.006
C 5.300351 11.914198 -3.238445 0.009 0.120 -0.049
Cl 4.467579 12.769760 -4.534761 -0.002 -0.046 0.023
Cl 7.040639 11.868224 -3.536873 -0.005 -0.050 0.027
Cl 4.958942 12.659646 -1.675198 -0.030 -0.044 0.013
H 4.934092 10.896336 -3.214528 0.003 0.004 0.006
C 7.952952 11.602602 0.214938 0.070 -0.032 0.099
Cl 8.695104 13.066106 0.863825 -0.030 0.002 -0.034
Cl 9.183557 10.401825 -0.182619 -0.031 0.011 -0.033
Cl 6.777085 10.940714 1.352928 -0.024 0.008 -0.048
H 7.430903 11.864620 -0.695448 0.003 0.003 0.005
C 2.193915 8.332178 3.734371 0.083 0.045 -0.149
Cl 0.883758 7.394609 3.007673 -0.080 -0.105 0.297
Cl 3.756437 7.799571 3.115751 -0.020 -0.005 0.028
Cl 1.959837 10.055916 3.439801 -0.011 -0.018 0.022
H 2.175806 8.164393 4.802853 -0.019 -0.006 -0.006
C 0.973423 -0.819697 10.051474 0.082 -0.011 -0.071
Cl 2.365653 -1.882745 10.262320 0.007 0.038 0.000
Cl 0.601215 -0.619249 8.331444 0.109 0.008 0.488
Cl -0.416575 -1.438139 10.941766 0.004 0.031 -0.007
H 1.226253 0.151008 10.456846 0.004 -0.004 -0.005
C -12.006875 -9.644757 4.361082 0.012 0.069 0.032
Cl -13.619540 -8.930875 4.432060 0.004 -0.037 0.004
Cl -11.239178 -9.296029 2.810274 0.000 -0.026 0.011
Cl -11.007682 -9.063353 5.692855 -0.150 -0.281 -0.024
H -12.108181 -10.717729 4.454450 -0.007 0.004 -0.017
C 2.972945 2.214992 -9.983019 0.097 0.012 0.102
Cl 4.435722 2.956507 -10.634520 -0.036 -0.006 -0.031
Cl 3.207715 0.479699 -9.747968 -0.037 0.007 -0.023
Cl 2.499992 2.992690 -8.472285 -0.009 0.044 -0.085
H 2.175041 2.353709 -10.700157 0.003 -0.012 0.001
C 3.492462 -13.632195 -3.399626 0.067 0.028 0.014
Cl 4.162958 -15.013364 -2.527860 -0.024 0.027 0.022
Cl 4.779774 -12.597771 -4.018674 -0.211 -0.433 0.202
Cl 2.445461 -14.174992 -4.713794 -0.014 0.031 0.019
H 2.893761 -13.054012 -2.707526 -0.012 -0.013 -0.008
```
Forces are in eV/Å.

Values from the calculation:
E ... -27229.43923 Ha
HOMO level ... -9.049 eV

Löwdin atomic charge list, values in e, 99 entries:
1 C -0.212
2 C -0.748
3 I 0.947
4 C -0.768
5 I 1.065
6 N -0.208
7 C -0.207
8 C -0.150
9 O -0.037
10 C -0.336
11 O 0.071
12 S 0.469
13 O -0.281
14 O -0.292
15 F -0.214
16 H 0.022
17 H 0.081
18 H 0.046
19 H 0.028
20 H 0.088
21 H 0.111
22 H 0.135
23 H 0.089
24 C -1.488
25 Cl 0.529
26 Cl 0.489
27 Cl 0.550
28 H 0.008
29 C -1.511
30 Cl 0.490
31 Cl 0.470
32 Cl 0.494
33 H 0.014
34 C -1.540
35 Cl 0.516
36 Cl 0.519
37 Cl 0.476
38 H 0.013
39 C -1.505
40 Cl 0.538
41 Cl 0.466
42 Cl 0.508
43 H 0.017
44 C -1.567
45 Cl 0.527
46 Cl 0.517
47 Cl 0.517
48 H -0.072
49 C -1.484
50 Cl 0.554
51 Cl 0.666
52 Cl 0.539
53 H 0.021
54 C -1.535
55 Cl 0.528
56 Cl 0.502
57 Cl 0.548
58 H 0.013
59 C -1.549
60 Cl 0.510
61 Cl 0.501
62 Cl 0.526
63 H -0.001
64 C -1.547
65 Cl 0.537
66 Cl 0.537
67 Cl 0.467
68 H -0.018
69 C -1.528
70 Cl 0.523
71 Cl 0.489
72 Cl 0.520
73 H 0.010
74 C -1.523
75 Cl 0.489
76 Cl 0.528
77 Cl 0.491
78 H 0.012
79 C -1.540
80 Cl 0.537
81 Cl 0.547
82 Cl 0.546
83 H -0.019
84 C -1.578
85 Cl 0.526
86 Cl 0.522
87 Cl 0.512
88 H -0.079
89 C -1.542
90 Cl 0.504
91 Cl 0.528
92 Cl 0.526
93 H 0.012
94 C -1.535
95 Cl 0.530
96 Cl 0.481
97 Cl 0.514
98 H 0.011
99 C -1.549

=====

(3)
Here is 2 unconnected molecules or ions with the total composition C4H9NO in a non-equilibrium geometry from the Open Molecules 2025 dataset. Energies are from the ωB97M-V functional and the def2-TZVPD basis.

```
15
Properties=species:S:1:pos:R:3:forces:R:3
C 1.982202 -0.445665 0.346557 -4.112 1.183 -2.768
N 1.774169 0.428127 -0.583862 0.632 -0.124 1.738
C 0.674111 0.621133 -1.513968 0.911 -2.249 -0.770
C 0.838323 -0.040716 -2.664641 1.800 -1.146 0.112
C -0.365390 1.683846 -1.445396 0.232 2.034 -0.777
H 2.796332 -0.627312 0.943903 2.865 0.815 0.698
H 1.237716 -1.150416 0.708190 -0.861 -0.240 -0.553
H 1.744442 -0.667505 -2.862100 -0.850 0.498 0.647
H 0.270713 0.043036 -3.553311 -1.036 0.470 -0.375
H -1.321615 1.594257 -2.042806 1.482 -0.587 0.289
H 0.177386 2.610605 -1.838755 -0.950 -0.868 0.620
H -0.697006 1.908892 -0.464097 -0.116 0.212 1.142
O -3.423152 -1.699589 4.482377 -3.441 -1.657 -0.299
H -4.175537 -1.773509 3.765886 2.305 0.308 2.011
H -3.841868 -2.249819 5.235791 1.138 1.349 -1.714
```
Forces are in eV/Å.

Values from the calculation:
Relative energy (zero: lowest compared OMol25 entry of this formula, charge and spin) ... 81.57 kcal/mol
E ... -287.70247 Ha
HOMO level ... -8.321 eV
SMILES ... C=NC(=C)C.O

Let us look at the natural (NBO) charges, expressed in e, one per atom:
1 C -0.012
2 N -0.399
3 C 0.137
4 C -0.454
5 C -0.653
6 H 0.170
7 H 0.133
8 H 0.195
9 H 0.197
10 H 0.239
11 H 0.228
12 H 0.219
13 O -0.938
14 H 0.469
15 H 0.469

=====

> What is the formula in the first record?

C2H8N2S